1.
Computed, not measured: 5 unconnected molecules or ions with the total composition C27H33NO4P, with the ωB97M-V functional and the def2-TZVPD basis.

XYZ file:
```
66
C27H33NO4P | OMol25 | the ωB97M-V functional and the def2-TZVPD basis
O -0.86263 -5.11051 7.91135
P -1.80635 -4.24975 7.22772
N -1.00131 -2.68369 6.74578
O -1.81477 -1.53150 6.86473
C -0.41639 -2.64145 5.35892
C -1.38447 -2.99598 4.23193
C -1.48729 -1.90207 3.18775
O -1.11154 -2.09106 2.05747
O -2.05493 -0.73796 3.54488
H -2.86749 -3.81314 8.04426
H -2.34870 -4.81592 6.06865
H -0.21347 -2.57128 7.39530
H -2.43052 -1.64084 7.60396
H 0.40830 -3.33389 5.35225
H -0.00444 -1.65169 5.24102
H -1.00507 -3.85205 3.71257
H -2.38548 -3.20083 4.58486
H -2.00275 -0.60028 4.49487
C -0.82901 -1.35955 -3.87191
C -1.93236 -0.75403 -3.28750
C -2.13748 -0.85519 -1.91888
C -1.23560 -1.55654 -1.12981
C -0.13149 -2.16009 -1.71601
C 0.07087 -2.06498 -3.08593
H -0.67029 -1.28104 -4.93936
H -2.63211 -0.20100 -3.90103
H -3.00092 -0.38454 -1.46543
H -1.38922 -1.63266 -0.06097
H 0.57415 -2.70647 -1.10272
H 0.93020 -2.53954 -3.54147
C 3.49218 -2.08661 2.83458
C 2.72052 -1.17241 3.53791
C 3.24978 -0.51125 4.63897
C 4.55729 -0.75936 5.03215
C 5.33031 -1.67070 4.32721
C 4.79774 -2.33625 3.23152
H 3.07788 -2.60050 1.97713
H 1.70256 -0.97044 3.22024
H 2.64656 0.20255 5.18766
H 4.97465 -0.24008 5.88435
H 6.35053 -1.86122 4.63088
H 5.40180 -3.04757 2.68503
C -3.96592 2.67570 -3.68267
C -2.60349 2.92863 -3.61329
C -2.09562 4.12921 -4.08511
C -2.94912 5.08331 -4.61983
C -4.31265 4.83292 -4.68483
C -4.82083 3.62809 -4.21959
H -4.36297 1.73629 -3.31820
H -1.93375 2.18847 -3.19314
H -1.03096 4.31954 -4.03509
H -2.55220 6.02089 -4.98618
H -4.97970 5.57643 -5.10029
H -5.88333 3.43136 -4.27619
C 1.29409 2.58477 -5.24906
C 1.36723 3.77379 -5.96027
C 2.60391 4.30987 -6.28979
C 3.76683 3.65280 -5.91422
C 3.69317 2.46214 -5.20545
C 2.45675 1.92945 -4.86984
H 0.32878 2.16726 -4.99017
H 0.45926 4.28227 -6.25851
H 2.66153 5.23943 -6.84043
H 4.73101 4.06874 -6.17484
H 4.60048 1.94921 -4.91461
H 2.39823 1.00278 -4.31330
```

## Properties
- molecular weight (g/mol) = 466.54
- multiplicity = 1
- maximum force (eV/Å) = 1.80
- charge = +1
- HOMO level (Ha) = -0.381
- energy above the lowest of the compared OMol25 structures with the same formula, charge and spin (eV) = 0.0000

---

2.
Computed, not measured: 2 unconnected molecules or ions with the total composition C27H34BN2O, with the ωB97M-V functional and the def2-TZVPD basis.

XYZ file:
```
65
C27H34BN2O | OMol25 | the ωB97M-V functional and the def2-TZVPD basis
C -4.00270 1.45259 -1.83202
C -3.05782 0.29857 -2.10322
N -1.83362 0.59557 -2.93818
C -1.05909 -0.68623 -2.85458
C 0.29001 -0.72165 -3.54441
C -2.05350 1.12165 -4.29074
C -2.76387 0.44296 -5.27341
C -2.91754 1.04647 -6.53990
C -2.34034 2.28176 -6.78575
C -1.60177 2.94079 -5.78395
C -1.45902 2.35148 -4.53367
B -0.99828 1.93047 -2.46298
H 0.32627 -0.88666 1.45991
H -4.89401 0.99662 -1.38966
H -3.58075 2.11607 -1.07140
H -4.30385 2.03563 -2.70751
H -2.64168 -0.01736 -1.14032
H -3.56870 -0.56250 -2.56611
H -0.90054 -0.82451 -1.77997
H -1.72702 -1.48205 -3.22419
H 0.55250 -1.78326 -3.57161
H 0.31518 -0.33208 -4.56823
H 1.04664 -0.21585 -2.93686
H -3.19407 -0.53602 -5.06232
H -3.49350 0.54622 -7.32189
H -2.44158 2.77027 -7.75923
H -1.12974 3.91813 -5.95687
H -0.86399 2.86154 -3.71172
H 0.13813 1.64328 -2.29940
H -1.68588 2.56653 -1.75447
C -0.12119 4.23102 6.20564
O -1.08197 3.31811 5.65233
C -0.67137 2.36063 4.78228
C 0.65214 2.21577 4.30123
C 1.01112 1.04966 3.61832
C 0.05727 0.07795 3.30842
C 0.37087 -1.15775 2.49213
C 1.65582 -1.87895 2.61280
C 1.99156 -2.85301 1.59935
C 1.35074 -3.26290 0.43915
C 2.04426 -4.11507 -0.43285
C 3.36886 -4.52560 -0.18712
C 4.04910 -4.03071 0.93541
C 3.34152 -3.21877 1.80107
N 3.80192 -2.51254 2.90628
C 5.18457 -2.52628 3.34395
C 2.78966 -1.73397 3.42094
C -1.27496 0.29833 3.67883
C -1.64833 1.41736 4.39154
H -0.70004 4.81622 6.92488
H 0.69157 3.69299 6.71552
H 0.29380 4.89379 5.43189
H 1.38993 3.00369 4.47447
H 2.05573 0.91046 3.32679
H -0.47373 -1.86300 2.61498
H 0.32853 -2.92573 0.24443
H 1.52962 -4.50713 -1.30757
H 3.86551 -5.21416 -0.86234
H 5.08627 -4.27166 1.14140
H 5.73440 -3.27545 2.76518
H 5.63931 -1.54287 3.16478
H 5.26222 -2.78403 4.41000
H 2.97590 -1.10194 4.28440
H -2.03151 -0.43651 3.41312
H -2.67500 1.58361 4.69308
```

## Properties
- molecular weight (g/mol) = 413.39
- multiplicity = 1
- maximum force (eV/Å) = 2.97
- charge = +1
- HOMO level (Ha) = -0.342

---

3.
Computed, not measured: 6 unconnected molecules or ions with the total composition C27H34Cl2N5O6P, with the ωB97M-V functional and the def2-TZVPD basis.

XYZ file:
```
75
C27H34Cl2N5O6P | OMol25 | the ωB97M-V functional and the def2-TZVPD basis
C -1.27877 -3.11306 1.65441
C -0.34941 -2.48972 2.89866
Cl -1.11683 -2.55437 4.58579
C 1.00343 -1.92111 2.66414
Cl 1.67026 -1.84726 0.89871
C 2.00715 -1.32659 3.86120
C 1.99213 0.29332 4.10779
P 0.88341 0.90488 5.52894
O 1.61531 2.20691 6.13742
O -0.68107 1.47370 4.97490
O 0.68623 -0.19621 6.86086
C 2.35520 -2.33633 5.13557
O 3.34157 -3.37219 4.70195
C 3.81233 -2.89756 3.38901
O 4.52100 -3.63058 2.49386
O 3.33089 -1.49270 3.17103
H -2.01393 -2.31794 1.20479
H -0.56300 -3.60086 0.84986
H -1.85351 -4.03259 2.15395
H 3.11735 0.66383 4.24635
H 1.61796 0.81165 3.10558
H -1.35145 1.14505 5.66169
H -0.30316 -0.39574 6.91865
H 2.76935 -1.76473 6.08528
H 1.50147 -2.99934 5.58187
C 6.75640 -0.93710 -0.94365
C 7.50974 -0.33334 0.09134
C 6.72711 -0.33654 1.22422
N 5.52629 -0.91672 0.90781
C 5.53705 -1.29107 -0.41063
H 7.06993 -1.09759 -1.96701
H 8.51516 0.06072 0.01831
H 6.92091 0.02461 2.22541
H 4.75358 -1.04877 1.54743
H 4.67786 -1.77455 -0.85589
C 0.75907 1.86524 -3.07316
C -0.39440 2.38138 -2.43571
C -0.64014 1.59516 -1.33235
N 0.32181 0.61993 -1.28445
C 1.18263 0.78003 -2.33892
H 1.23069 2.24493 -3.97024
H -0.98210 3.23510 -2.74755
H -1.41588 1.64526 -0.57996
H 0.38674 -0.10393 -0.58058
H 2.01970 0.10888 -2.47706
C 3.30551 -5.23707 -1.90178
C 3.43067 -6.61038 -1.58302
C 3.63824 -6.69925 -0.22473
N 3.64745 -5.42751 0.28644
C 3.43981 -4.52960 -0.72805
H 3.13455 -4.81025 -2.88154
H 3.37471 -7.44472 -2.27021
H 3.78110 -7.55624 0.41989
H 3.78499 -5.18912 1.26003
H 3.40708 -3.46687 -0.52868
C -4.45680 4.05205 -5.58365
C -4.33164 2.67874 -5.26489
C -4.12407 2.58987 -3.90660
N -4.11486 3.86161 -3.39543
C -4.32250 4.75952 -4.40992
H -4.62776 4.47887 -6.56340
H -4.38760 1.84440 -5.95208
H -3.98121 1.73288 -3.26198
H -3.97733 4.10000 -2.42184
H -4.35523 5.82225 -4.21055
C -9.58287 4.37754 -2.42473
C -8.32646 3.74197 -2.56866
C -7.40158 4.72100 -2.85504
N -8.05674 5.92432 -2.89365
C -9.38635 5.72538 -2.62699
H -10.52872 3.90345 -2.19685
H -8.11860 2.68408 -2.47300
H -6.33640 4.66438 -3.03548
H -7.62619 6.81910 -3.08761
H -10.07725 6.55749 -2.60562
```

## Properties
- molecular weight (g/mol) = 626.48
- multiplicity = 1
- maximum force (eV/Å) = 9.89
- SMILES string = C/C(Cl)=C(\Cl)[C@@]1(CP(=O)(O)O)COC(=O)O1.c1cc[nH]c1.c1cc[nH]c1.c1cc[nH]c1.c1cc[nH]c1.c1cc[nH]c1
- HOMO level (Ha) = -0.294

---

4.
Computed, not measured: a molecular structure, C27H34F3Ge2MgN4O4S, with the ωB97M-V functional and the def2-TZVPD basis.

XYZ file:
```
76
C27H34F3Ge2MgN4O4S | OMol25 | the ωB97M-V functional and the def2-TZVPD basis
Mg 2.04884 0.83860 -2.22898
C -1.91839 3.54683 1.23022
C -0.96210 2.81878 0.28448
Ge 0.31565 1.64172 1.21830
C 1.90228 2.72482 1.65771
C 1.50381 3.99816 2.40367
C -0.55831 1.07910 2.88971
C -0.84349 -0.23392 2.78847
Ge -0.04987 -0.78116 1.04203
C 1.47803 -1.99399 1.23075
C 1.18791 -3.40276 1.74757
C -1.42281 -1.31849 -0.24908
C -2.39541 -2.39818 0.22426
C -1.60195 -1.01247 3.80105
C -1.68234 -2.39933 3.71426
C -2.38051 -3.14481 4.65369
C -3.02925 -2.51025 5.70047
C -2.97772 -1.12451 5.79316
C -2.27517 -0.38830 4.85555
H -2.55303 4.25248 0.68788
H -1.39432 4.10805 2.00585
H -2.57336 2.83707 1.73841
H -0.40620 3.52645 -0.33615
H -1.53593 2.19345 -0.39596
H 2.44454 2.99581 0.74751
H 2.57050 2.11025 2.26300
H 0.93964 4.67562 1.76160
H 2.38455 4.54034 2.75662
H 0.88290 3.77820 3.27434
H -0.83725 1.67477 3.75903
H 2.18877 -1.48610 1.88451
H 1.93439 -2.04124 0.24345
H 0.91133 -3.40041 2.80288
H 2.07214 -4.03685 1.64841
H 0.38479 -3.88978 1.19095
H -0.91916 -1.62807 -1.16524
H -1.97367 -0.40939 -0.49835
H -1.88948 -3.34464 0.42629
H -3.15018 -2.59354 -0.54082
H -2.91817 -2.10443 1.13623
H -1.20092 -2.90459 2.88658
H -2.42132 -4.22252 4.55960
H -3.58242 -3.08657 6.43134
H -3.49560 -0.61585 6.59669
H -2.25624 0.69007 4.93625
C 0.40273 1.82254 -3.30092
C -0.77785 0.97749 -3.47968
C -2.01378 1.26086 -2.87244
C -3.09504 0.41115 -2.97768
C -2.99670 -0.76374 -3.72029
C -1.80012 -1.04782 -4.38564
C -0.72992 -0.18768 -4.27111
C -4.11932 -1.65174 -3.80999
N -5.03090 -2.35239 -3.87496
H 0.14728 2.82019 -2.94022
H 0.96703 1.90591 -4.23401
H -2.11960 2.18130 -2.31395
H -4.03017 0.65575 -2.48839
H -1.70935 -1.94144 -4.98976
H 0.18462 -0.42286 -4.80536
F 6.48800 0.49547 -3.26810
C 5.53077 0.67361 -2.36453
F 6.10028 1.04655 -1.20921
F 4.91347 -0.49125 -2.16811
S 4.34341 1.96291 -2.95469
O 5.18378 3.00437 -3.43811
O 3.51020 2.28469 -1.76429
O 3.48589 1.22219 -3.87658
N 0.45996 -3.45896 -5.67941
C 0.95153 -3.24266 -4.65460
N 1.54119 -3.09295 -3.48784
C 1.53541 -2.02313 -2.81319
N 1.56860 -1.10519 -2.07934
O 3.36797 0.29633 0.19535
H 4.24355 -0.03248 0.43111
H 3.55160 1.23455 0.03776
```

## Properties
- molecular weight (g/mol) = 737.18
- multiplicity = 1
- maximum force (eV/Å) = 0.87
- charge = -1
- HOMO level (Ha) = -0.186
- energy above the lowest of the compared OMol25 structures with the same formula, charge and spin (eV) = 1.1993